# 1
Below is a single C4H8N2OS molecule at a distorted geometry, with properties calculated with ωB97M-V/def2-TZVPD.

Geometry as XYZ:
```
16
Properties=species:S:1:pos:R:3:nbo_charge:R:1
S -1.705 2.020 -0.913 -0.031
O 0.551 1.543 0.072 -0.388
N -1.792 -0.965 -1.273 -0.827
N 1.632 0.674 0.346 -0.133
C 2.567 1.316 0.895 -0.094
C -0.535 0.989 -0.477 0.234
C -0.589 -0.530 -0.559 -0.159
C -0.671 -1.144 0.858 -0.600
H 3.450 0.729 1.169 0.205
H 0.239 -0.999 1.458 0.220
H -0.889 -2.223 0.732 0.213
H -1.686 -1.913 -1.589 0.360
H 2.495 2.385 1.053 0.194
H -1.535 -0.698 1.332 0.221
H -1.915 -0.360 -2.093 0.374
H 0.383 -0.825 -1.010 0.210
```

As for the spin multiplicity: 1. Its structure (SMILES) is C=NOC(=S)[C@@H](C)N. The HOMO energy is -8.6980 eV. The HOMO-LUMO gap comes out at 9.02 eV.


# 2
Below is C4H8N2OS as an isolated structure at a distorted geometry, with properties calculated with ωB97M-V/def2-TZVPD.

Geometry as XYZ:
```
16
Properties=species:S:1:pos:R:3:nbo_charge:R:1
S 2.931 -0.758 0.087 0.021
O 0.449 -0.548 -0.271 -0.330
N -2.798 -0.205 -0.519 -0.385
N -0.534 0.414 -0.110 -0.401
C -4.068 -0.311 0.220 -0.475
C -1.723 0.022 0.314 0.229
C 1.536 1.606 0.055 -0.729
C 1.619 0.124 0.007 0.175
H -3.657 -1.051 1.007 0.220
H 1.322 2.102 -0.945 0.244
H 0.571 1.966 0.500 0.266
H -0.676 0.929 -1.239 0.354
H -5.032 -0.744 -0.409 0.219
H -1.934 0.369 1.602 0.135
H 2.302 2.066 0.584 0.244
H -4.239 0.762 0.499 0.213
```

As for the spin multiplicity: 1. The HOMO energy is -8.8921 eV. The HOMO-LUMO gap comes out at 8.85 eV.


# 3
Below is a single C4H8N2OS molecule at a distorted geometry, with properties calculated with ωB97M-V/def2-TZVPD.

Geometry as XYZ:
```
16
Properties=species:S:1:pos:R:3:nbo_charge:R:1
S -1.428 -2.123 -0.768 0.004
O 0.106 -1.608 1.302 -0.655
N 1.309 0.494 -0.460 -0.492
N -0.896 1.194 -0.507 -0.597
C 0.072 0.222 -0.341 0.345
C -2.130 1.172 0.269 -0.413
C 2.366 -0.507 -0.455 -0.447
C -0.338 -1.222 0.061 0.151
H 0.710 -0.924 1.668 0.493
H -1.942 1.515 1.297 0.179
H -0.502 2.088 -0.852 0.409
H -2.886 1.793 -0.200 0.212
H 2.708 -0.768 -1.469 0.213
H -2.487 0.165 0.302 0.218
H 3.253 -0.055 0.070 0.206
H 2.085 -1.437 0.083 0.175
```

As for the spin multiplicity: 1. Its structure (SMILES) is C/N=C(/NC)C(O)=S. The HOMO energy is -8.8841 eV. The HOMO-LUMO gap comes out at 8.71 eV.


# 4
Below is a 2-piece molecular cluster, C4H8N2S overall at a distorted geometry, with properties calculated with ωB97M-V/def2-TZVPD.

Geometry as XYZ:
```
15
Properties=species:S:1:pos:R:3:nbo_charge:R:1
S 0.535 2.162 0.693 0.194
N 2.417 -1.287 0.313 -0.816
N -2.549 -2.640 -0.961 -0.751
C -1.940 -2.078 -0.115 0.307
C 1.123 0.680 -0.115 -0.472
C 1.535 -0.298 0.722 0.009
C -1.175 2.385 0.235 -0.764
H 1.375 -0.125 1.774 0.207
H 1.402 0.649 -1.263 0.201
H 2.253 -2.220 0.789 0.385
H -1.498 1.748 -0.724 0.229
H -1.620 2.119 1.155 0.225
H 2.564 -1.301 -0.718 0.382
H -1.351 3.359 -0.156 0.220
H -3.070 -3.152 -1.629 0.444
```

As for the spin multiplicity: 1. The HOMO energy is -7.6868 eV. The HOMO-LUMO gap comes out at 8.78 eV.


LUMO energy
In order: 0.012; -0.001; -0.006; 0.040
Unit: Eh